1.
{"formula": "C5H7N3O5", "method": "ωB97M-V/def2-TZVPD", "spin_multiplicity": 1, "homo_energy_ha": -0.32951, "orbital_gap_ha": 0.32877, "de_lowest_ev": 1.531, "smiles": "[H]/N=C/N=C\\N(O)/C=C(/O)OC(=O)O", "e_lumo_ha": -0.00074, "total_energy_ha": -735.06810, "species": ["H", "N", "C", "N", "C", "N", "O", "C", "C", "O", "O", "C", "O", "O", "H", "H", "H", "H", "H", "H"], "positions_angstrom": [[2.573, -2.610, 0.697], [1.832, -2.417, 0.102], [2.026, -1.311, -0.471], [1.105, -1.065, -1.463], [-0.128, -1.082, -1.459], [-1.010, -1.021, -0.476], [-2.444, -1.139, -0.846], [-0.949, -0.582, 0.833], [-0.077, 0.293, 1.162], [0.160, 0.687, 2.453], [0.701, 1.058, 0.238], [0.203, 2.222, -0.159], [0.886, 3.060, -0.685], [-1.091, 2.365, 0.212], [2.931, -0.670, -0.494], [-0.631, -1.008, -2.445], [-2.720, -0.371, -1.258], [-1.520, -1.054, 1.608], [-0.337, 1.511, 2.667], [-1.511, 3.134, -0.215]], "atomic_forces_ev_per_a": [[1.8821, -0.7397, 1.5702], [-0.7744, 0.1431, 0.2473], [-0.6680, -0.5066, -1.2515], [2.3005, 1.0247, -0.9547], [-0.9508, 0.5708, -2.6857], [-4.6059, -0.0782, 1.2184], [2.6775, -3.2047, 1.5292], [-0.1436, -1.8906, -0.8140], [2.1149, 3.8753, 1.4764], [-0.4462, 0.2156, -0.1406], [-0.5596, -1.3848, 0.8510], [0.5612, 1.5524, 0.0285], [-0.8311, -0.6328, -0.0322], [-0.4484, 0.0314, -0.3672], [-0.6084, -0.2656, 0.4079], [0.0885, -0.4075, 0.4877], [-0.4188, 2.9390, -1.2701], [-0.2933, -0.3494, -0.0692], [0.4599, -0.7439, -0.4001], [0.6639, -0.1486, 0.1688]]}

2.
{"formula": "C3H2N2O2", "method": "ωB97M-V/def2-TZVPD", "spin_multiplicity": 1, "homo_energy_ha": -0.34447, "orbital_gap_ha": 0.30604, "de_lowest_ev": 4.177, "smiles": "N=C=C=NOC=O", "e_lumo_ha": -0.03842, "total_energy_ha": -375.35801, "species": ["N", "C", "C", "N", "O", "C", "O", "H", "H"], "positions_angstrom": [[1.751, 1.603, -1.327], [1.304, 0.575, -0.819], [1.025, -0.540, -0.247], [0.611, -1.569, 0.326], [-0.823, -1.610, 0.448], [-1.442, -0.511, 0.940], [-0.943, 0.541, 1.225], [1.025, 2.274, -1.589], [-2.508, -0.761, 1.043]], "atomic_forces_ev_per_a": [[-0.2288, -0.4811, 0.2374], [0.1586, 0.1959, -0.1343], [-0.1433, -0.0709, 0.0818], [0.4135, 0.4568, -0.2451], [-0.2275, 0.0337, 0.0366], [0.1148, 0.3800, 0.1110], [-0.2188, -0.5059, -0.0637], [0.0584, -0.0346, -0.0108], [0.0732, 0.0262, -0.0128]]}

3.
{"formula": "C4H7NO", "method": "ωB97M-V/def2-TZVPD", "spin_multiplicity": 1, "homo_energy_ha": -0.33323, "orbital_gap_ha": 0.37388, "de_lowest_ev": 2.095, "e_lumo_ha": 0.04065, "total_energy_ha": -286.55466, "species": ["N", "C", "O", "C", "C", "C", "H", "H", "H", "H", "H", "H", "H"], "positions_angstrom": [[-1.253, -0.776, -0.676], [-0.724, 1.543, -1.397], [-0.114, 1.284, -2.325], [0.311, 0.403, 0.867], [1.600, 0.720, 0.803], [-0.261, -0.911, 0.385], [-2.215, -0.692, -0.382], [-1.164, -1.437, -1.433], [-0.389, 1.094, 1.338], [2.317, 0.094, 0.275], [1.988, 1.627, 1.258], [-0.663, -1.425, 1.273], [0.567, -1.525, 0.015]], "atomic_forces_ev_per_a": [[-0.1613, -0.1327, 0.0258], [0.6014, 0.2462, -1.4333], [-0.5672, 0.4417, 0.8676], [0.2260, -0.0490, 0.1881], [-0.1529, -0.0237, 0.0241], [0.1488, -0.1128, 0.1113], [0.1212, -0.1496, 0.1187], [-0.0153, -0.0542, 0.2224], [0.1176, -0.1386, 0.0099], [-0.1060, -0.0264, 0.1942], [-0.0936, -0.0490, -0.1632], [0.0183, -0.0211, -0.1984], [-0.1369, 0.0692, 0.0330]]}